1.
CH3ClN2O2 | the ωB97M-V functional and the def2-TZVPD basis

Geometry as XYZ:
```
9
Properties=species:S:1:pos:R:3:forces:R:3
H 2.223384 0.349241 -1.626536 0.3746 0.6588 -0.5025
O -0.090108 2.494158 0.903425 1.2750 1.1802 2.1671
N 0.213663 1.647594 0.137350 -1.9995 -1.9051 -3.5004
C 1.612223 -0.027994 -0.841792 0.9007 -1.5682 0.0183
O -1.656066 -1.108316 0.625438 2.6371 -3.2297 -3.8681
H -2.146885 -0.680627 1.212730 -2.6352 3.8564 4.3481
N 0.987480 0.718348 -0.040628 0.0072 0.7357 1.6412
H 1.695853 -1.124345 -0.689964 -0.5828 0.8873 0.1871
Cl -2.839544 -2.268059 0.319980 0.0229 -0.6153 -0.4909
```
Forces are in eV/Å.

## Properties
Gap between HOMO and LUMO (spin up / spin down) (eV): 8.33 / 8.33
E_HOMO (spin up / spin down) (eV): -8.376 / -8.376
Total energy (a.u.): -759.8438
Energy relative to the best compared isomer or geometry (same formula, charge and spin) (kcal per mole): 105.2

Atomic partial charges in e from the Mulliken method, atoms 1 to 6: atom 1 (H): 0.25, atom 2 (O): -0.49, atom 3 (N): 0.14, atom 4 (C): -0.31, atom 5 (O): -0.31, atom 6 (H): 0.33

---

2.
H80O40 | the ωB97M-V functional and the def2-TZVPD basis

Geometry as XYZ:
```
120
Properties=species:S:1:pos:R:3:forces:R:3
O 0.430353 -3.535008 0.751487 -0.0359 0.7360 -0.4490
H -4.014452 -1.240761 2.668159 0.2893 -0.3970 0.1601
H 2.729170 -3.592331 2.437299 0.5244 -0.0070 -0.1977
H -2.205029 5.156546 -0.595076 0.1060 -0.7319 -0.3095
H 3.224657 -4.056575 -2.214880 0.7075 1.1823 0.8856
O 4.320341 0.420770 -0.467080 0.5251 -1.4304 -0.2599
O -2.379119 -0.358077 -0.737166 -0.5396 1.0056 1.9652
O 1.044416 0.058965 1.032461 1.1241 0.3040 2.1098
H 1.014259 -5.976990 -1.911152 -0.8378 -0.3619 0.4794
H 4.629569 -0.312694 0.142904 -0.2979 1.7857 -1.0531
O 3.175219 -4.354846 2.043927 -0.4065 -0.2973 0.4818
H -4.363769 1.218861 3.381464 -2.3602 0.6710 0.4223
H 3.379320 2.387770 -0.752946 -0.8109 0.9684 0.6159
H -4.635422 -2.091594 1.152418 -0.0685 -0.2539 0.3318
H 0.644944 0.955905 0.864859 0.2094 -1.5185 -0.6817
H -1.694291 0.125758 -1.201913 0.1264 -0.9343 -0.2425
H 2.475373 -0.989043 0.843522 0.7923 -0.2810 0.2605
O -2.176268 4.406779 -1.221516 -0.1782 0.4828 0.0329
H 3.972178 -1.658032 0.918880 -1.0529 0.0068 0.1742
H 0.197635 -4.892376 -0.867747 1.8177 -1.5254 -1.2883
H -3.922231 -4.640855 1.134487 -0.5323 0.2807 -0.3466
H 0.408202 2.529690 -0.946296 -0.0861 0.1353 0.5073
H 3.282536 -0.021541 -1.735170 0.2820 0.2944 -0.1625
O 0.259105 -3.472384 -3.490606 0.2911 -0.1484 1.6261
H -0.193635 5.550921 -4.156471 0.1877 -0.0639 1.8260
H -3.318444 2.500298 -1.248584 0.0537 0.5844 0.3484
O -6.313910 1.156325 -1.217446 0.0427 -0.5026 -0.3584
H -0.700744 -1.998621 -6.025812 -0.3485 -0.1186 -0.3309
H 0.500946 -2.564386 -3.255735 -0.2102 0.3187 -0.3932
H -1.744439 -1.856724 1.802010 -0.4580 0.4129 -0.7721
H 0.749996 -3.949775 -2.765934 -0.8614 -0.4215 -0.5149
O -4.880111 2.055913 3.656045 2.2078 -1.5130 -0.0375
H -0.202591 1.600608 4.016810 -0.0632 -0.2246 0.4755
H -1.671669 4.748976 -1.969748 0.1211 0.1228 0.0354
H -2.532847 -1.279403 -0.943167 0.7443 -0.1607 -1.0878
O 3.638375 -3.262086 -1.772973 -0.5127 -1.3809 -0.9695
O 1.789016 5.639886 -1.521031 -0.1875 0.7543 0.6099
O -0.300911 2.300312 4.665707 -0.2228 0.9913 -0.1852
H 2.851042 -0.170024 -3.238114 0.0008 -0.1347 -0.0725
O 1.977591 -1.973065 5.871107 0.5433 0.0287 -0.7212
O -3.751536 -0.015115 -2.907379 -0.2313 0.3171 -0.4011
H 1.211457 -3.783141 1.272718 0.1104 -0.0082 -0.5740
H 0.765730 2.873012 -2.752582 0.8354 -0.0118 0.1751
H -2.157893 -0.255101 1.931838 -0.4780 0.2888 -0.5280
H -1.763307 -3.225286 -2.500652 0.1598 -1.4311 0.3301
O -1.632615 -1.002123 2.223785 0.7072 -0.5523 1.0176
O 2.547857 0.120994 -2.374927 0.8463 0.2129 -0.5581
H -0.626890 -2.015060 3.237765 0.1964 0.3770 0.3329
O -0.730924 1.807034 -3.195214 0.0832 1.3461 -1.1285
H 0.731813 -2.645805 3.552946 0.2941 0.2202 0.0932
H -0.893230 -3.055738 -5.040765 -0.3518 -0.4279 0.0601
H -2.843065 -5.354927 0.421452 0.2248 -0.2063 -0.4406
O -1.345023 -2.693756 -5.815375 0.6350 0.5068 0.1894
H -3.618856 -0.940280 -3.168355 -0.1836 0.2024 0.0212
H -1.433433 -5.898565 2.079575 0.1240 -0.2853 0.0427
O -2.799349 1.575395 2.119017 0.9117 -0.5837 0.0674
H -0.277784 5.521222 1.293115 -0.3767 1.2877 0.0144
H 1.809286 5.114533 -2.322516 0.8756 -0.0073 0.4959
H -3.329774 2.101782 2.736337 0.4221 0.1929 -1.1283
H 0.511732 5.454587 -0.209178 -0.1514 1.0518 0.1537
H 0.539918 -0.690230 0.683081 -0.7271 1.0333 -0.1601
H -5.577133 -1.284877 2.821186 -0.3740 -0.5785 -0.2130
H -6.442403 1.974322 -0.738159 0.0208 0.2279 0.1618
H -0.672744 -4.706097 1.509174 -0.0413 -0.7953 -0.3365
H -1.531395 1.502732 -3.617103 -0.8004 -0.6258 -0.0011
H 5.547971 -0.482442 2.070355 -0.0197 0.3651 0.7187
H 0.597508 0.051525 3.069083 -0.1480 0.1231 0.2315
H -2.297617 4.524698 4.060994 -0.0346 -0.2953 0.2718
H -5.364458 0.994320 -1.137318 -0.0656 0.2580 0.2044
H 6.425455 -1.474870 1.299824 0.3588 -0.2832 -0.0238
O 5.641497 -0.933780 1.239681 0.2553 -0.5137 -0.0627
H 1.337211 -0.053630 -1.091126 -1.5447 -0.5921 -0.5309
O -2.605857 -2.843461 -2.294197 -0.5884 3.0838 -0.7026
O -0.202565 -2.800621 3.601831 -0.6403 -1.1689 0.0060
H 2.551294 -2.133164 -5.302372 -0.4523 0.8146 -0.2141
O -3.709817 -4.961049 0.248998 0.6568 -0.3142 0.3799
O 0.164332 5.069227 0.600045 0.5216 -2.3796 -0.1111
H 3.219382 2.902560 2.863307 -0.0498 0.3053 -0.0275
H 6.410919 2.985273 -0.394912 -0.0258 -0.0243 -0.5772
O 1.600735 -2.165659 -5.080906 1.9677 -0.5900 -0.5096
O 1.732551 2.763337 -2.826747 -1.0652 0.7851 0.1059
H 3.587462 4.340020 3.282855 -0.3489 0.3267 0.3589
H -3.155458 1.729290 1.231300 -0.1786 0.5846 -0.0177
O 1.062328 -0.297803 3.853831 0.1289 0.2184 -1.0231
H 3.756343 1.048285 -0.009971 0.0675 0.0103 0.9627
O 0.020080 1.751203 -0.522907 -1.0136 1.4556 0.5692
H 2.063338 -2.833657 5.454953 -0.0960 -0.5341 0.4499
H -4.106415 2.450394 4.093763 -0.8756 0.6552 0.7180
H -0.037360 0.026607 -1.804259 0.3278 0.3240 -0.3438
O -5.136401 -2.905859 0.987932 -0.1572 1.4299 -0.9186
H -0.333657 1.936765 5.551274 0.1324 -0.5388 -0.1372
O 3.007682 -1.811502 0.988058 -0.2120 0.1133 0.0234
O 0.976882 -5.114878 -1.498067 -0.7459 1.5662 1.0376
H -3.362068 -3.163270 -1.824624 0.4100 -1.7965 0.4489
O 6.150759 3.181519 -1.312387 0.0120 0.0593 0.5529
H -5.435856 -2.664289 0.085505 -0.1745 -0.7988 0.5718
O -0.885646 -5.651135 1.326233 -0.4962 0.6348 0.4349
H 2.107023 -1.408990 5.091129 -0.3197 0.3642 0.8331
H 2.520156 5.453820 -0.927262 0.2379 -0.5239 -0.3344
H 0.504037 4.572040 -3.229484 0.0447 -0.0595 -0.0422
H -0.562876 2.620243 -3.737744 -0.2769 -1.1041 0.4682
O 0.484959 -0.529385 -1.232209 0.2236 -1.8701 -0.2546
H -1.157588 5.327926 3.498684 0.0244 -0.1018 0.0717
H 1.618993 -0.878399 3.316183 0.3993 0.0493 0.1473
H 0.726714 -3.015037 -0.013375 0.1965 -0.0762 0.5081
H 4.137500 3.359346 -0.007841 0.0690 0.3059 0.6353
O -2.052531 5.039118 3.294784 0.1141 0.4011 -0.3125
H 2.900896 -2.651359 -1.706237 -0.1496 0.2752 0.2063
H -4.667223 0.245900 -3.080996 0.1842 -0.3541 -0.2146
O -0.016323 5.379249 -3.179252 -0.9719 -0.0101 -2.6442
H 1.748432 1.805933 -2.715761 0.7798 -0.6795 -0.0687
H 3.713401 -3.986013 1.340579 -0.1286 0.1662 -0.2063
H -0.771140 2.092880 -0.055058 0.3540 0.2217 -0.3907
H 6.272621 2.358511 -1.797888 -0.0566 -0.0378 0.1495
O 3.312028 2.869993 0.113670 0.3764 -0.7624 -1.7852
O -3.600178 2.045627 -0.443772 0.3087 -1.3653 -0.6359
H 1.591785 -3.121180 -4.884291 -0.9615 0.3921 0.1058
O 3.892608 3.589490 2.786523 0.4731 -0.5673 -0.2749
O -4.785416 -0.796986 3.010134 0.3163 1.0784 0.4134
H -3.273229 1.116717 -0.617309 -0.4996 0.5638 0.1790
```
Forces are in eV/Å.

## Properties
Gap between HOMO and LUMO (eV): 10.03
E_HOMO (eV): -10.598
Total energy (a.u.): -3057.4372
Energy relative to the best compared isomer or geometry (same formula, charge and spin) (kcal per mole): 200.9

Atomic partial charges in e from the Mulliken method, atoms 1 to 6: atom 1 (O): -0.17, atom 2 (H): 0.23, atom 3 (H): 0.23, atom 4 (H): 0.25, atom 5 (H): 0.31, atom 6 (O): -0.81

---

3.
C2H7N3 | the ωB97M-V functional and the def2-TZVPD basis

Geometry as XYZ:
```
12
Properties=species:S:1:pos:R:3:forces:R:3
C 0.599949 -0.281731 -0.237497 -0.2038 0.3169 -0.3709
H 2.278926 -0.280543 -1.358953 -0.0915 -0.0366 0.0177
H -0.179111 1.564100 0.061426 0.1728 0.0274 0.1200
H 1.021638 -2.143680 -0.531719 -0.0027 0.2474 -0.5796
H -2.287888 0.941786 0.632180 0.0475 0.1703 -0.0615
N 1.764280 0.323010 -0.734731 0.1937 -0.1695 -0.0081
H 1.584203 1.205973 -1.191625 0.1065 0.0932 0.1583
N -0.209182 0.623832 0.420561 -0.4033 0.0141 -0.5589
H -1.505039 0.084070 1.967073 -0.1272 -0.0122 -0.0429
H -1.798290 -0.742513 0.440600 0.0051 -0.1278 -0.1158
N 0.257452 -1.502363 -0.348933 0.1505 -0.4054 1.0316
C -1.526940 0.208058 0.881618 0.1525 -0.1178 0.4101
```
Forces are in eV/Å.

## Properties
Gap between HOMO and LUMO (eV): 9.72
E_HOMO (eV): -8.814
Total energy (a.u.): -244.6683
Energy relative to the best compared isomer or geometry (same formula, charge and spin) (kcal per mole): 4.4

Atomic partial charges in e from the Mulliken method, atoms 1 to 6: atom 1 (C): 0.51, atom 2 (H): 0.25, atom 3 (H): 0.25, atom 4 (H): 0.21, atom 5 (H): 0.32, atom 6 (N): -0.52

---

4.
C6H10NO | the ωB97M-V functional and the def2-TZVPD basis

Geometry as XYZ:
```
18
Properties=species:S:1:pos:R:3:forces:R:3
C 1.945807 -0.074059 1.254285 -0.2816 -1.2901 1.2688
H 1.718292 0.927394 1.093774 -0.3029 2.1472 0.2032
C -1.909889 -0.970443 -0.331692 0.3466 -4.7720 -0.8086
H -4.566823 0.908664 0.783933 0.6105 -0.1258 0.5651
N 1.535441 -0.741796 0.091011 -1.5228 -1.9607 -1.8150
C -2.447862 1.737125 -0.171055 1.2572 -1.5494 3.3758
C 2.313055 -0.752164 -1.101995 3.4936 1.5716 -0.2901
H 3.020618 -0.126208 1.462045 -0.1117 -0.4044 0.3788
O -1.603615 -2.045085 -0.607243 -0.1777 2.8708 0.5703
H 2.589702 -1.763447 -1.399998 -0.2746 0.0225 -0.2701
H -1.589363 2.380632 0.198334 -1.2258 -1.2901 0.6042
H 1.807108 -0.206653 -1.866080 -0.2376 0.1314 -1.0223
H 1.261162 -0.472121 2.041531 1.0724 0.5406 0.0166
C -2.505265 0.155070 -0.007171 -1.5324 4.3498 1.7609
H 1.207092 -1.697622 0.130006 0.0838 0.2005 1.2858
C -3.494736 0.917284 0.556526 2.2552 -0.5276 -2.6205
H -2.655899 2.035466 -1.103575 -1.2850 1.0451 -3.4510
H 3.375176 -0.212045 -1.022632 -2.1670 -0.9593 0.2482
```
Forces are in eV/Å.

## Properties
Gap between HOMO and LUMO (spin up / spin down) (eV): 4.50 / 4.50
E_HOMO (spin up / spin down) (eV): -11.622 / -11.622
Charge: +1
Total energy (a.u.): -364.1407
Energy relative to the best compared isomer or geometry (same formula, charge and spin) (kcal per mole): 129.6

Atomic partial charges in e from the Mulliken method, atoms 1 to 6: atom 1 (C): -0.94, atom 2 (H): 0.31, atom 3 (C): 0.95, atom 4 (H): 0.37, atom 5 (N): -0.16, atom 6 (C): -0.48

---

Q: Among the records above, which one has the lowest energy relative to the best compared isomer or geometry (same formula, charge and spin)?
A: C2H7N3